ORCA calculation (ωB97M-V/def2-TZVPD) on a molecular structure, C38H35I2N2OS5Tc.

HOMO (alpha / beta) in eV: -15.31 / -15.35
Net charge: +3
Multiplicity: 2
Energy in eV: -117551.8181
Expectation value of S²: 0.817

```
84
Properties=species:S:1:pos:R:3:forces:R:3
Tc 0.015050 -0.209828 -0.577916 1.301 1.577 -0.124
C 1.650463 0.628418 3.649811 -0.046 -0.096 -0.102
C 1.246364 -0.322270 2.560292 0.061 0.217 0.232
C 2.197937 -0.855605 1.682496 0.317 0.084 -0.113
C 1.861100 -1.765889 0.683761 -0.002 0.041 -0.048
C 0.533741 -2.213516 0.554128 -0.009 -0.081 0.059
C -0.429647 -1.694581 1.448621 -0.101 0.148 -0.048
C -0.075753 -0.750313 2.417580 -0.210 0.103 -0.089
H 2.195973 0.087278 4.427209 0.018 -0.048 -0.033
H 0.787020 1.103498 4.111064 0.009 -0.058 -0.009
H 2.311492 1.408837 3.268217 -0.002 -0.070 -0.026
H 3.236782 -0.564568 1.802837 -0.074 -0.007 -0.094
H 2.627618 -2.178140 0.038752 0.018 0.077 -0.001
H 0.303357 -3.064129 -0.074122 -0.006 0.011 -0.055
H -1.431844 -2.100085 1.447150 -0.061 0.051 -0.048
H -0.834373 -0.376993 3.096558 0.023 -0.004 -0.044
S -1.698310 -1.575879 -1.399355 0.589 0.003 -0.280
C -2.899310 -0.532116 -2.057610 0.358 0.825 0.178
N -4.037942 -0.946555 -2.471314 -0.668 -0.198 -0.121
C -5.038353 0.021998 -2.979837 0.012 -0.077 0.040
C -4.341484 1.116264 -3.725628 0.073 0.073 0.001
N -3.300483 1.713957 -2.859473 -0.180 0.253 -0.465
C -3.107727 3.188725 -3.006784 -0.159 0.106 0.144
C -4.312639 3.924652 -2.477952 0.033 -0.079 -0.048
C -4.567292 3.943697 -1.108367 -0.001 -0.025 0.055
C -5.677948 4.613333 -0.621538 -0.002 -0.011 0.022
C -6.534130 5.268548 -1.500637 -0.027 0.004 0.089
C -6.280100 5.255539 -2.862019 0.024 -0.008 -0.100
C -5.169899 4.579932 -3.354093 -0.022 -0.002 -0.057
C -2.624633 0.962406 -2.067235 -0.119 -0.868 -0.103
S -1.466864 1.552400 -0.965894 0.386 -0.371 0.812
C -4.488289 -2.368913 -2.460710 -0.004 -0.064 -0.160
C -4.575105 -2.888957 -3.872474 -0.057 0.044 0.041
C -3.428314 -3.010921 -4.652822 0.088 0.009 -0.007
C -3.524514 -3.487421 -5.949909 0.028 0.000 -0.023
C -4.764251 -3.846528 -6.469662 0.072 -0.003 -0.050
C -5.904487 -3.730838 -5.692775 -0.085 0.016 0.054
C -5.812149 -3.246076 -4.393667 -0.083 -0.015 -0.020
H -5.607595 0.404800 -2.130039 0.006 -0.020 0.050
H -5.712944 -0.512032 -3.645222 0.035 -0.093 -0.010
H -5.052455 1.897761 -3.984230 0.028 0.075 0.039
H -3.864317 0.752016 -4.637606 0.043 0.002 -0.020
H -2.976719 3.370687 -4.073381 0.035 -0.053 -0.038
H -2.194551 3.464433 -2.486096 0.070 -0.045 0.005
H -3.887843 3.452283 -0.416402 -0.017 0.041 -0.009
H -5.871973 4.638113 0.442848 0.003 0.002 -0.024
H -7.397997 5.797510 -1.118531 0.037 -0.016 -0.007
H -6.940101 5.776182 -3.543315 0.018 -0.013 0.010
H -4.966383 4.581519 -4.420930 -0.001 0.018 0.050
H -5.475045 -2.366377 -1.998109 -0.002 0.043 0.072
H -3.814645 -2.944755 -1.833715 0.090 0.014 0.027
H -2.453961 -2.754036 -4.243261 -0.037 -0.018 -0.029
H -2.633603 -3.593621 -6.555600 -0.029 0.004 0.016
H -4.837402 -4.223761 -7.481724 0.015 0.006 0.038
H -6.867664 -4.020955 -6.092098 0.028 0.009 0.015
H -6.706671 -3.167962 -3.783060 0.042 -0.011 -0.029
I -0.199022 3.278161 1.959479 -0.070 0.097 -0.134
I 0.270052 4.845495 4.051113 0.022 -0.085 -0.023
O 1.471188 0.717202 -1.157075 -2.353 -1.281 0.853
C 2.457365 0.949208 -2.193299 1.776 0.164 -0.765
C 2.249934 -0.051541 -3.298153 -0.321 0.041 0.137
C 2.250727 0.154694 -4.640504 0.001 0.012 -0.142
C 2.026992 -1.046893 -5.385039 0.048 0.145 0.037
C 1.849230 -2.129125 -4.588816 -0.144 -0.092 -0.002
S 1.969835 -1.714803 -2.926259 0.060 -0.085 0.050
C 3.791696 0.774220 -1.495292 0.259 -0.356 0.218
C 4.893448 0.019156 -1.896814 -1.750 0.584 -0.059
C 5.970844 0.177856 -1.044299 0.475 1.394 2.325
C 5.680702 1.064504 0.031471 1.375 -1.545 -1.311
S 4.129572 1.686944 -0.030275 -0.519 -0.431 -1.073
C 2.369446 2.375162 -2.686097 -0.193 -0.032 0.185
C 3.405219 3.203905 -3.015199 0.114 -0.045 -0.046
C 2.970473 4.464705 -3.515072 0.044 -0.210 0.069
C 1.618890 4.563510 -3.545605 -0.211 0.195 -0.125
S 0.861218 3.136328 -2.991557 -0.244 0.057 -0.081
H 2.418829 1.123757 -5.095173 -0.015 -0.075 0.057
H 2.005681 -1.091257 -6.465612 0.040 -0.001 0.065
H 1.676306 -3.155487 -4.878336 0.021 0.062 0.022
H 4.900072 -0.596964 -2.786400 -0.025 0.045 0.028
H 6.929035 -0.310779 -1.163076 -0.057 0.118 0.035
H 6.358642 1.359159 0.823787 -0.089 -0.083 -0.111
H 4.451982 2.929289 -2.949703 -0.138 -0.027 0.119
H 3.637185 5.254624 -3.829326 -0.011 -0.042 -0.003
H 1.018973 5.400047 -3.873735 0.047 -0.032 0.060
```
Positions in Å, forces in eV/Å.

Here are the Mulliken charges for atoms 1 to 6, given in e:
1. Tc 0.39
2. C -1.58
3. C 0.52
4. C -0.14
5. C -0.47
6. C -1.25